{"formula": "C19H28N6O4PRuS3", "method": "ωB97M-V/def2-TZVPD", "total_energy_ev": -81671.86332, "lumo_energy_ev": [2.80, 2.80], "relative_energy_kcal_mol": 8.9, "total_charge": -1, "max_force_ev_per_a": 0.70, "species": ["Ru", "C", "C", "N", "C", "S", "N", "N", "C", "C", "C", "C", "C", "C", "C", "N", "H", "H", "H", "H", "H", "H", "H", "H", "H", "H", "H", "H", "H", "C", "C", "O", "P", "S", "S", "O", "C", "C", "H", "H", "H", "H", "H", "H", "H", "H", "H", "H", "C", "N", "C", "C", "C", "O", "N", "C", "O", "H", "H", "H", "H", "H"], "xyz": [[0.77812, 0.09171, -0.10756], [-2.77748, 0.23512, 4.42633], [-3.39529, 0.94523, 3.23080], [-2.41392, 1.59422, 2.37591], [-1.64670, 0.86203, 1.49278], [-1.00435, 1.69387, 0.11522], [-1.47459, -0.41166, 1.73212], [-0.69142, -0.92301, 0.72088], [-1.07714, -2.02834, 0.16086], [-2.14511, -2.89975, 0.73675], [-0.58688, -2.16839, -1.20224], [-0.92242, -3.22591, -2.04811], [-0.59139, -3.15331, -3.38626], [0.06447, -2.02273, -3.85842], [0.39537, -1.02161, -2.96630], [0.09348, -1.08366, -1.66683], [-3.56640, -0.09444, 5.10718], [-2.11632, 0.91760, 4.96417], [-2.18715, -0.62240, 4.11268], [-4.05096, 1.73846, 3.59862], [-4.01453, 0.24517, 2.65453], [-2.72037, 2.45226, 1.94441], [-2.10522, -2.84780, 1.82265], [-2.00927, -3.93552, 0.42549], [-3.14276, -2.57526, 0.42683], [-1.44572, -4.08659, -1.65689], [-0.84731, -3.96570, -4.05536], [0.33681, -1.91735, -4.89964], [0.94444, -0.14084, -3.26913], [3.48728, -3.82084, -3.74826], [3.86348, -3.17188, -2.43578], [3.52023, -1.78487, -2.51696], [3.45472, -0.91705, -1.16130], [2.34575, -1.72758, 0.26381], [2.79939, 0.90777, -1.50174], [5.03182, -0.94571, -0.80234], [5.44282, -0.29021, 0.40764], [6.94607, -0.39593, 0.50556], [3.82772, -4.85797, -3.76932], [3.94914, -3.28710, -4.57997], [2.40596, -3.80374, -3.88559], [4.93426, -3.26280, -2.23646], [3.31628, -3.62550, -1.60418], [4.94778, -0.76873, 1.25575], [5.11526, 0.75177, 0.37007], [7.26006, -1.43972, 0.55183], [7.29623, 0.10998, 1.40706], [7.42145, 0.06981, -0.35832], [1.63784, 0.38324, 5.25750], [1.81040, 1.07052, 3.99596], [2.21801, 2.37056, 3.95384], [2.32157, 3.02990, 2.79706], [1.95985, 2.36231, 1.54467], [2.07608, 2.94451, 0.47536], [1.52292, 1.04493, 1.63268], [1.43955, 0.38128, 2.82025], [1.06545, -0.77826, 2.95316], [2.25945, 0.86690, 6.01154], [1.93348, -0.65623, 5.14461], [0.59489, 0.40110, 5.58566], [2.46099, 2.81621, 4.91142], [2.66170, 4.05276, 2.75289]]}